Record 1
# C34H58N2O4ScSi

A structure of composition C34H58N2O4ScSi at a distorted geometry (ωB97M-V/def2-TZVPD, OMol25).

The geometry in XYZ format:
```
100
Properties=species:S:1:pos:R:3:forces:R:3
O 2.44447 1.41313 -3.40175 0.7821 1.2168 0.6428
O 2.81709 -1.06187 -3.89361 -1.2547 0.0178 0.5148
C 1.55937 2.58037 -3.58913 -1.3708 -1.4117 0.0303
C 1.75528 3.82892 -2.76001 -0.1181 0.1860 -0.4231
H 0.56151 2.12802 -3.36335 0.4361 0.7203 -0.2175
H 1.55473 2.81123 -4.65529 0.3168 -0.0870 0.0225
H 1.39325 3.72453 -1.74903 0.1297 -0.0865 0.2709
H 1.16913 4.62784 -3.22011 -0.2444 -0.1960 -0.0819
H 2.75519 4.23468 -2.77565 0.5445 -0.1653 0.1287
C 3.27361 1.42919 -2.19614 -1.2120 -0.2063 -0.1460
C 4.73638 1.60433 -2.43863 0.7877 -0.0258 -0.3545
H 3.05234 0.43995 -1.77524 0.3786 0.1754 0.4734
H 2.90672 2.16917 -1.47772 -0.0760 -0.1546 -0.1892
H 5.16664 0.71080 -2.92089 -0.0745 0.4435 0.0240
H 5.20292 1.68158 -1.45736 0.1651 0.0094 0.0736
H 5.02565 2.51393 -3.00562 -0.4178 -0.5531 0.2362
C 3.09310 -2.51837 -3.42999 -1.2290 1.0291 -0.3658
C 2.85341 -0.74257 -5.33076 -1.3637 -0.6654 0.1190
C 4.25755 -2.44196 -2.51015 0.5315 0.2151 -0.0115
H 3.29234 -2.95697 -4.41410 0.0331 -0.2648 0.5235
H 2.16261 -2.94591 -2.99579 0.5937 0.5790 -0.3171
H 5.10751 -2.00815 -3.05802 -0.1087 -0.2454 0.3699
H 4.49802 -3.45642 -2.19645 0.1348 -0.0318 0.0872
H 4.06663 -1.83420 -1.61189 -0.0925 -0.2493 -0.3424
C 4.30692 -0.79039 -5.58779 0.2627 0.4918 -0.7583
H 2.33497 0.24581 -5.46765 0.7649 -1.0244 0.3092
H 2.23495 -1.54379 -5.83167 0.8452 1.0147 0.2845
H 4.82210 -0.22536 -4.80808 -0.0068 0.1042 -0.3333
H 4.45436 -0.31992 -6.55159 0.6671 -0.2364 -0.3184
H 4.64348 -1.82381 -5.53991 0.2983 0.0863 -0.4003
H 2.36362 -0.27801 -3.43225 -0.0543 -0.5616 0.1194
N -0.16019 0.21496 1.11687 0.5097 -0.1198 0.4870
C -0.61120 -0.19732 2.32579 0.6254 0.2885 -0.2475
C -0.89934 -1.52295 2.62985 -0.2215 0.2690 0.3712
C -0.61941 -2.63858 1.82160 0.1382 -0.5224 -1.3610
C -0.70852 0.82110 3.42315 -0.2177 0.1223 0.4442
H -1.03954 1.80289 3.05089 0.2663 -0.3346 0.0529
H 0.26016 0.93465 3.93214 -0.2558 0.0969 -0.1465
H -1.43964 0.47722 4.16175 0.1971 0.0850 -0.0390
C -0.60289 -4.00606 2.45247 0.0549 -0.0971 0.5378
H 0.39129 -4.48447 2.36453 -0.5655 0.2049 -0.0406
H -1.35435 -4.67375 2.00012 0.3543 0.2519 0.0840
H -0.83097 -3.89240 3.51626 0.0397 -0.2304 -0.1606
N -0.38584 -2.53082 0.51442 -0.4901 0.3167 0.8992
C 0.73412 1.31679 1.04472 -0.3360 0.4955 0.8979
C 0.25084 2.55647 0.59408 0.2461 -0.2323 0.3349
C -1.13631 2.65651 0.06303 -0.6419 0.7760 -0.6152
C 1.05920 3.68266 0.72385 -0.3939 -0.1339 -0.2117
H 0.65426 4.64818 0.38825 0.3730 -0.3749 0.2911
C 2.31527 3.55102 1.28753 0.4847 1.0790 -0.1263
H 2.93159 4.44568 1.40424 -0.1188 -0.2964 -0.0055
C 2.79582 2.32969 1.71019 0.5679 -0.6296 0.1918
H 3.79477 2.22868 2.15791 -0.4532 0.2336 -0.2002
C 2.01769 1.18252 1.60561 -0.6307 0.3189 -0.2049
C 2.46058 -0.13379 2.15981 0.6994 -0.2621 0.0879
C -0.04110 -3.67087 -0.24790 0.1378 -0.5891 -0.1911
C -1.05135 -4.33635 -0.97552 0.4184 0.4818 0.2844
C -2.49511 -4.02307 -0.69538 -0.3218 0.0527 0.0047
C -0.67504 -5.29101 -1.91037 0.2717 -0.4130 -0.0386
H -1.45376 -5.78427 -2.50255 0.3507 0.1518 0.1664
C 0.67129 -5.65059 -2.06026 -0.1586 0.3078 0.3353
H 0.96192 -6.38261 -2.79875 -0.0277 -0.1142 -0.0281
C 1.63800 -5.08547 -1.22449 -0.1946 -0.2277 -0.3349
H 2.68157 -5.40591 -1.27483 -0.3030 -0.0312 -0.0551
C 1.29551 -4.10082 -0.30511 -0.4417 0.2907 -0.1259
C 2.33992 -3.52191 0.60320 0.5254 0.0050 0.1766
Sc -1.05872 -0.65763 -0.47964 -0.5689 -0.5272 1.4018
H -1.17023 2.35924 -0.99808 -0.0407 0.0147 0.4899
H -1.49518 3.70355 0.06050 0.2076 -0.4435 0.1946
H -1.87295 2.05279 0.62228 0.3518 0.2089 -0.2086
H 2.22531 -0.96269 1.48077 -0.1144 0.2605 0.2569
H 2.00401 -0.34841 3.13786 0.0448 -0.0002 -0.2901
H 3.55227 -0.12406 2.31365 -0.3545 -0.0220 -0.0117
H -3.12691 -4.60858 -1.37075 -0.0153 0.1165 0.1743
H -2.76558 -2.96110 -0.82028 0.1536 -0.4391 0.0447
H -2.76364 -4.28890 0.33966 0.0858 0.0400 -0.3170
H 1.99358 -3.42145 1.64302 0.1280 0.0534 -0.4003
H 2.69960 -2.53180 0.28123 -0.2320 -0.2463 0.0277
H 3.21347 -4.19000 0.61216 -0.1957 0.2043 0.0482
H -1.21171 -1.73568 3.65371 -0.0075 0.1474 -0.3728
C -0.17634 -0.88267 -2.24197 4.5161 0.6790 -2.9179
Si -0.83004 -1.49132 -3.92270 -0.1643 0.7984 1.7444
H 0.79203 -1.36023 -1.92324 -0.4398 -0.6960 -0.1105
H 0.34106 0.17329 -2.37825 -1.3630 -1.2449 0.0734
C -0.93638 -0.04074 -5.06488 -0.8041 0.8473 -0.9220
C -2.51425 -2.14964 -3.54848 -0.6855 -1.4328 -0.5593
C 0.02089 -2.94640 -4.67667 -0.1581 -1.1936 -0.5438
H -0.73252 -3.45488 -5.34272 0.7307 0.4912 0.4505
H 0.27472 -3.70590 -3.90547 -0.0154 0.4768 -0.4425
H 0.89827 -2.70879 -5.28957 -0.2253 -0.2685 0.1767
H -1.61564 0.76165 -4.65268 0.8565 -0.7792 -0.2552
H -1.38281 -0.33587 -6.03542 0.0785 0.0169 0.3768
H 0.02980 0.40084 -5.34433 -0.1273 0.0462 0.3043
H -3.22584 -1.50456 -3.05693 -0.0280 0.1951 0.1681
H -2.44194 -3.10132 -2.95633 -0.0168 0.8963 -0.6137
H -2.98848 -2.42562 -4.50943 0.0853 -0.0269 0.2865
O -2.07673 0.78306 -2.00731 -2.5101 -0.4970 1.1139
C -3.13323 0.29047 -1.50672 0.6465 -0.2974 0.1095
O -3.07034 -0.63061 -0.57193 -1.1065 1.3749 -1.1162
H -4.15881 0.58656 -1.84650 0.7519 -0.0965 0.1542
```
Forces are in eV/Å.

Values from the calculation:
Charge = +1
Frontier orbital gap (spin up / spin down) = 8.72 / 8.72 eV
E_HOMO (spin up / spin down) = -10.523 / -10.523 eV
Relative energy (zero: lowest compared OMol25 entry of this formula, charge and spin) = 318.7 kJ/mol

=====

Record 2
# C34H59BrF8NO8P

A cluster of 3 separate species, C34H59BrF8NO8P in total at a distorted geometry (ωB97M-V/def2-TZVPD, OMol25).

The geometry in XYZ format:
```
112
Properties=species:S:1:pos:R:3:forces:R:3
C -4.40826 0.71192 3.41573 0.0025 -0.0449 -0.0659
C -4.88131 0.93690 1.97048 -0.0265 -0.0798 0.0093
C -4.00060 0.22190 0.95039 0.0300 0.0540 0.0431
C -4.38664 0.51247 -0.49665 0.0510 -0.0293 -0.0275
C -3.52750 -0.20471 -1.54970 0.0784 0.0534 0.1913
C -2.01521 -0.12810 -1.27572 -0.0119 0.0089 -0.1494
C -1.45481 -1.34194 -0.52814 -0.0371 0.0593 0.0808
C -1.25844 -2.53907 -1.45791 -0.1064 0.0042 -0.0014
C -0.59577 -3.80312 -0.86431 0.0205 0.0928 0.0646
C 0.25475 -3.60920 0.39658 0.0416 -0.0953 0.0095
C -0.55731 -3.71529 1.69139 0.0383 0.0267 0.0041
C 0.24242 -3.35477 2.94225 0.1136 0.0317 -0.0762
C 0.51889 -1.85871 3.10088 0.0109 -0.0352 -0.0690
C -0.74427 -1.02250 3.35430 0.1584 -0.0437 0.0604
C -0.43558 0.31788 4.04357 0.0144 0.0474 -0.0251
C -0.31445 1.50430 3.07369 -0.0119 -0.0775 -0.0368
C -0.79485 2.83409 3.66991 0.1190 -0.2097 0.1094
C -1.29110 3.94194 2.76929 0.1002 -0.7700 -0.1372
O -1.24747 5.07783 3.04374 -0.0073 1.0121 0.2982
Br -2.12417 3.41455 1.09229 -0.1566 -0.1432 -0.2160
O 0.96473 1.50824 2.44727 -0.0554 -0.0424 -0.0390
C 2.17446 2.02258 2.98387 -0.0099 0.0349 0.0336
C 2.44182 1.76796 4.48522 0.0468 0.0299 0.0392
O 2.95564 0.47145 4.70368 -0.1404 -0.0928 -0.1364
C 2.84543 0.00078 6.03516 0.0809 0.0877 0.0449
C 2.30880 3.54694 2.76574 -0.1131 -0.0434 0.0704
C 1.60395 4.22564 1.61383 0.4411 -0.8921 -0.3077
O 1.38743 5.37960 1.56370 -0.2242 0.7030 -0.0968
F 1.29183 3.42450 0.57415 -0.0068 0.3348 0.3326
C 3.28860 1.28371 2.22584 -0.0789 0.0610 -0.1839
N 3.44282 1.71142 0.84406 0.1809 -0.1879 0.1249
F 2.38913 1.05341 0.12632 0.0683 0.0188 -0.0935
P 4.98534 1.29300 0.13269 -0.1266 0.0035 0.0462
C 4.70628 2.00243 -1.52994 0.0113 -0.0048 -0.0185
C 4.75352 -0.49212 -0.24554 -0.2210 0.1678 -0.0576
H -5.24097 0.49811 4.08750 0.0394 0.0777 0.0137
H -3.72348 -0.14049 3.46845 -0.0283 0.0459 0.0323
H -3.88547 1.58866 3.80672 0.0288 -0.0642 -0.0146
H -5.91068 0.58112 1.86173 0.0348 0.0729 -0.0450
H -4.88363 2.00720 1.74416 -0.0985 -0.0478 0.0011
H -4.04629 -0.85844 1.13923 0.0083 0.0495 -0.0083
H -2.96263 0.53009 1.12293 -0.0456 -0.1011 -0.0106
H -5.43702 0.23201 -0.63612 0.0330 0.0966 -0.0658
H -4.32362 1.59355 -0.67744 -0.0119 -0.0241 0.1206
H -3.72928 0.24615 -2.52541 -0.1418 -0.1269 0.0115
H -3.83801 -1.25410 -1.60313 0.0476 0.0445 -0.0959
H -1.47563 -0.04513 -2.22572 -0.0222 0.0279 0.0444
H -1.79357 0.79315 -0.72554 0.0083 -0.0491 -0.0207
H -2.14020 -1.60588 0.28316 0.0922 -0.0066 -0.0203
H -0.50241 -1.06635 -0.06412 -0.0446 -0.0050 -0.0260
H -0.67752 -2.19516 -2.32044 0.0411 -0.0133 0.0784
H -2.23811 -2.82707 -1.85421 0.0878 0.0459 -0.0988
H -1.36886 -4.54372 -0.63261 0.0589 -0.0069 -0.0372
H 0.03430 -4.23845 -1.64366 -0.0946 -0.0730 0.0196
H 0.80885 -2.66695 0.34411 -0.0511 -0.0363 0.0253
H 1.01473 -4.39808 0.43052 0.0011 0.0628 -0.0133
H -0.89784 -4.75355 1.77152 -0.0768 0.0740 0.0171
H -1.45753 -3.09439 1.63932 0.0389 -0.0587 -0.0267
H 1.19767 -3.89236 2.90511 -0.0393 0.0201 0.0483
H -0.27893 -3.70910 3.83889 -0.0121 0.0027 -0.0577
H 1.20622 -1.71572 3.94335 -0.0506 -0.0357 -0.0572
H 1.04870 -1.48130 2.21842 -0.0404 0.0578 0.0812
H -1.27603 -0.84281 2.41424 -0.0443 -0.0509 0.0793
H -1.41889 -1.60280 3.99465 0.0282 0.0197 -0.0441
H -1.17893 0.53480 4.81695 -0.0280 -0.0164 -0.1156
H 0.52594 0.19389 4.53691 -0.0709 0.0818 0.2272
H -0.97473 1.29759 2.22628 -0.0036 0.0099 0.0698
H -0.05701 3.33274 4.29627 0.0793 -0.1217 0.1537
H -1.64955 2.61100 4.31908 0.0241 0.0393 -0.0713
H 1.54541 1.91521 5.08929 -0.1688 0.1754 -0.0628
H 3.17947 2.51441 4.81414 0.0033 -0.0507 0.0141
H 3.76432 -0.52843 6.28950 -0.0349 0.0037 -0.0381
H 2.71513 0.82447 6.74360 0.0102 -0.0373 -0.0075
H 2.00416 -0.69291 6.13215 -0.0278 0.0714 0.0078
H 3.37099 3.77015 2.61750 -0.0812 0.0737 0.0291
H 1.99763 4.11235 3.64849 0.0289 -0.0456 -0.0275
H 3.08790 0.21191 2.28898 0.0718 0.0162 0.0308
H 4.24176 1.50007 2.71672 -0.0502 -0.0570 -0.0209
H 5.04792 3.03685 -1.56580 -0.0433 -0.0418 -0.0240
H 3.64835 1.95223 -1.79071 0.0443 -0.0211 -0.0069
H 5.27335 1.41315 -2.25429 0.0313 0.0824 0.0178
H 5.71566 -0.95078 -0.47165 -0.0501 0.0006 0.0170
H 4.06932 -0.61254 -1.08701 0.0771 -0.1116 0.0079
H 4.30846 -0.99226 0.61718 0.1592 -0.0375 0.0053
C 5.16328 -2.83545 -6.42234 0.0473 0.0408 0.0785
C 5.11469 -4.23585 -5.85617 -0.0804 -0.0331 -0.1578
O 5.81733 -4.31295 -4.59209 -0.0075 0.0111 0.0713
C 5.14640 -3.90071 -3.52997 0.0387 -0.0366 0.0087
O 4.02790 -3.48146 -3.48828 0.0136 0.0139 -0.0161
C 6.01853 -4.07115 -2.26308 -0.0865 0.0405 -0.0761
F 7.25715 -3.60748 -2.45576 0.0027 -0.0029 0.0220
F 6.10019 -5.36789 -1.93903 0.0222 0.0066 0.0098
F 5.47610 -3.41354 -1.24393 0.0333 -0.0683 0.0241
H 6.19555 -2.50106 -6.52568 -0.0031 -0.0123 -0.0299
H 4.69508 -2.82384 -7.40640 -0.0023 -0.0053 -0.0068
H 4.63044 -2.13489 -5.78096 -0.0242 -0.0186 -0.0076
H 5.63549 -4.94472 -6.49512 0.0329 0.0032 0.0349
H 4.09121 -4.57775 -5.70877 0.0028 0.0270 0.0460
C -4.03565 4.28616 -5.32354 -0.1193 -0.0377 -0.1082
C -4.45023 3.16499 -4.39800 0.2758 0.1175 0.1616
O -5.79684 2.72146 -4.68244 -0.0327 -0.0518 -0.0276
C -5.92798 1.87627 -5.69107 -0.0432 -0.0116 0.0378
O -5.06582 1.42864 -6.38715 -0.0027 0.0218 0.0023
C -7.41553 1.47803 -5.84378 0.0602 0.0026 0.0012
F -8.21699 2.54585 -5.78832 -0.0035 -0.0103 -0.0092
F -7.76132 0.64354 -4.85277 -0.0101 0.0132 -0.0109
F -7.61449 0.86036 -7.00226 -0.0081 -0.0008 0.0174
H -4.74782 5.10923 -5.26426 0.0299 0.0199 0.0320
H -3.05150 4.65497 -5.03582 0.0034 -0.0041 0.0170
H -3.98747 3.94305 -6.35625 0.0340 -0.0164 0.0116
H -4.48258 3.50408 -3.36495 -0.1099 -0.0270 -0.0003
H -3.77264 2.31413 -4.45911 -0.0547 -0.0332 -0.0866
```
Forces are in eV/Å.

Values from the calculation:
Structure (SMILES) = CCCCCCCCCCCCCCC[C@@H](CC(=O)Br)O[C@](COC)(CC(=O)F)CN(F)P(C)C.CCOC(=O)C(F)(F)F.CCOC(=O)C(F)(F)F
Frontier orbital gap = 9.59 eV
E_HOMO = -9.111 eV

=====

no.,calculated total energy (eV)
1,-75943.3132
2,-155155.4397